Entry 1:
Here is 2 unconnected molecules or ions with the total composition FH3N2OS at a distorted geometry from the Open Molecules 2025 dataset. Energies are from ωB97M-V/def2-TZVPD.

Summary:
Orbital gap = 10.9 eV
Energy = -684.5121 a.u.
SMILES string = N=S(=N)=O.F
Strongest force on any atom = 3.0 eV Å⁻¹

Last column: Mulliken charge in e.
Geometry (Å):
S1 1.0065 -0.0808 0.0029  0.81
H1 -0.4302 -1.6470 0.1561  0.34
H2 -1.6004 0.3356 -0.4169  0.43
N1 0.0177 1.0573 0.0968  -0.53
H3 0.1451 2.1352 0.0459  0.27
O1 2.4094 0.0740 -0.0195  -0.46
N2 0.6043 -1.5043 0.2015  -0.43
F1 -2.1524 -0.3700 -0.0669  -0.44



Entry 2:
Here is a molecular structure, C7H17BrN at a distorted geometry from the Open Molecules 2025 dataset. Energies are from ωB97M-V/def2-TZVPD.

Summary:
Orbital gap = 10.9 eV
Energy = -2905.3400 a.u.
Charge = +1
Strongest force on any atom = 5.2 eV Å⁻¹

Last column: Mulliken charge in e.
Geometry (Å):
Br1 3.4449 -0.4347 0.0185  0.02
C1 1.8694 -0.0068 -0.9665  -0.32
H1 -0.5137 -1.3280 -1.9042  0.26
H2 -1.4209 2.7550 -1.1275  0.42
C2 -0.3695 1.4822 0.3224  0.56
H3 -1.9069 -1.0352 -0.8633  0.40
H4 0.1984 2.3001 2.2097  0.44
C3 0.7798 -2.1389 0.9150  -1.49
H5 1.2723 -1.7616 1.8615  0.34
H6 -1.3845 1.2019 0.7037  0.12
H7 1.8660 0.8652 -1.5203  0.45
H8 1.3611 -2.4236 0.0753  0.40
H9 -0.9139 -0.8723 1.3745  0.43
C4 -0.6248 1.9566 -1.1065  -1.56
H10 1.1396 0.4054 1.1707  0.43
H11 1.2896 -0.9072 -1.3589  0.32
H12 -1.0694 -2.5237 -0.5014  0.37
H13 -1.0115 1.1839 -1.6731  0.40
H14 0.2830 2.3782 -1.6036  0.34
N1 0.5037 0.2821 0.3492  0.09
C5 -0.0014 2.6779 1.2179  -1.59
H15 0.1350 -2.8854 1.3069  0.55
C6 -0.1894 -1.0598 0.4831  -0.10
H16 0.8908 3.3569 0.9706  0.30
H17 -0.8276 3.2452 1.0849  0.50
C7 -0.9637 -1.4805 -0.7689  -1.09